Below is a structure of composition C35H45CuN4O5SSe2Si, with properties calculated with the ωB97M-V functional and the def2-TZVPD basis.

The geometry in XYZ format:
```
94
Properties=species:S:1:pos:R:3
Se 2.107 -0.422 3.468
Se 2.996 1.149 2.028
Cu -0.048 0.507 0.232
S -0.177 2.804 0.198
Si -2.133 3.416 0.158
O 2.799 3.141 -6.982
O -3.132 2.152 -0.249
O -2.789 3.939 1.572
O 3.152 4.662 -5.414
O -2.380 4.698 -0.855
N -1.460 -1.092 -0.127
N 2.000 -0.662 0.124
N -0.130 0.270 -2.069
N -0.476 0.322 2.578
C -4.990 1.656 1.201
C -4.563 2.105 -0.193
C 0.554 1.044 -3.029
C -3.469 -2.856 -0.884
C -1.731 0.731 2.755
C -3.684 6.169 1.713
C -2.031 3.616 -3.017
C -1.231 5.755 2.046
C 1.489 1.961 -2.557
C 3.112 -1.351 -1.875
C -1.470 0.843 5.118
C 2.170 2.767 -3.450
C 0.370 0.879 -4.401
C 4.168 -0.493 -1.595
C -1.971 -1.955 0.742
C -5.179 3.461 -0.515
C 3.031 0.116 0.403
C -0.536 5.457 -2.200
C 1.956 2.641 -4.820
C -1.934 -1.096 -1.378
C -2.924 5.940 -2.788
C -1.297 -0.175 -2.329
C -2.884 4.917 3.725
C -2.942 -1.958 -1.797
C -2.636 5.195 2.245
C 2.053 -1.396 -0.987
C -5.009 1.080 -1.231
C -1.961 4.906 -2.206
C -0.150 0.464 4.939
C 4.140 0.248 -0.427
C 2.662 3.476 -5.838
C 1.071 1.672 -5.289
C -2.279 0.982 4.001
C -2.974 -2.856 0.410
C 0.293 0.203 3.646
H -1.344 2.876 -2.611
H -1.043 5.962 0.993
H -3.350 -3.538 1.159
H 4.958 0.898 -0.153
H -0.499 6.375 -1.614
H 2.895 3.469 -3.053
H -1.850 1.048 6.110
H -3.860 4.448 3.857
H 0.532 0.386 5.774
H -2.863 5.841 4.303
H -4.548 0.122 -1.015
H -1.764 3.813 -4.056
H -4.255 -3.538 -1.176
H -3.939 5.544 -2.819
H -3.600 7.134 2.214
H -6.077 1.672 1.300
H -4.685 5.775 1.891
H -2.118 4.246 4.115
H -4.848 3.806 -1.492
H -1.849 0.061 -3.240
H 1.641 2.060 -1.495
H -4.889 4.206 0.223
H -2.629 6.217 -3.800
H 1.189 -2.020 -1.179
H -2.311 0.869 1.851
H -0.299 0.118 -4.781
H -4.706 1.400 -2.229
H 0.140 4.730 -1.755
H -6.093 0.954 -1.220
H 3.102 -1.960 -2.766
H 2.852 4.846 -4.518
H -3.553 6.310 0.642
H -6.267 3.382 -0.523
H -3.041 3.206 -2.990
H -4.561 2.327 1.944
H -1.560 -1.908 1.742
H -1.114 6.685 2.605
H -3.305 -1.911 -2.814
H -0.207 5.683 -3.216
H -3.306 1.304 4.077
H -0.484 5.039 2.385
H 0.949 1.553 -6.356
H -4.647 0.638 1.396
H 5.010 -0.415 -2.269
H -2.926 6.836 -2.168
```

## Properties
HOMO-LUMO gap in eV: 6.42
Max |F| in eV/Å: 0.74

Here are the Löwdin charges for atoms 1 to 5, given in e: Se 0.67; Se 0.66; Cu -0.01; S 0.50; Si -0.14

=====

Below is a structure of composition C34H37As2FINOPPt at a distorted geometry, with properties calculated with the ωB97M-V functional and the def2-TZVPD basis.

The geometry in XYZ format:
```
79
Properties=species:S:1:pos:R:3
Pt 0.380 -0.315 0.295
I -1.156 1.008 3.055
As 2.506 0.583 1.451
As 2.080 -1.127 -1.273
P -1.129 -2.025 1.424
F -1.617 0.189 -0.158
O 0.819 1.754 -0.452
N -1.148 2.718 -1.104
C 3.704 -0.359 2.632
C -4.035 -2.830 -1.259
C -1.278 -3.187 -1.101
C 5.496 2.076 -1.098
C -4.789 -1.075 5.360
C 3.436 0.226 -1.251
C 0.277 -3.036 1.885
C -4.579 0.314 5.396
C -3.339 -3.391 -2.320
C -3.574 0.844 4.640
C -2.376 -2.305 2.789
C -2.753 0.015 3.830
C -3.696 -4.162 3.702
C -3.359 -2.457 -0.109
C 3.649 0.922 -0.066
C -1.977 -2.655 -0.011
C -1.962 -3.566 -2.242
C 4.691 1.839 0.013
C 1.649 -1.489 -3.101
C -3.000 -1.397 3.675
C -2.739 -3.671 2.841
C -4.033 -1.916 4.525
C 0.154 2.744 -0.921
C 2.119 -3.360 3.417
C 0.496 -4.321 1.353
C 4.234 0.463 -2.361
C 2.991 -2.707 -0.652
C 1.103 -2.560 2.921
C -4.355 -3.274 4.541
C 1.518 -5.105 1.853
C 0.904 3.986 -1.287
C 5.262 1.395 -2.285
C 2.331 -4.626 2.881
C 2.274 2.275 2.345
H 5.883 1.584 -3.151
H -5.129 -3.626 5.214
H -1.620 3.505 -1.518
H -0.155 -4.723 0.589
H 6.302 2.795 -1.034
H -3.379 1.907 4.683
H 2.740 -3.008 4.231
H -2.261 -4.366 2.162
H 2.526 -1.912 -3.583
H -5.188 0.950 6.026
H 1.494 2.853 1.857
H -1.646 1.837 -0.900
H 2.398 -3.595 -0.861
H -5.105 -2.682 -1.330
H 4.890 2.384 0.927
H 3.249 -0.483 3.612
H 3.963 -1.328 2.215
H 1.957 3.866 -1.051
H -5.564 -1.517 5.977
H 1.344 -0.571 -3.595
H 4.603 0.248 2.722
H 3.161 -2.630 0.419
H 4.068 -0.066 -3.290
H 0.499 4.844 -0.750
H -3.869 -3.689 -3.217
H -1.427 -4.005 -3.074
H 3.940 -2.762 -1.179
H 0.794 4.179 -2.355
H 1.670 -6.103 1.461
H 0.831 -2.203 -3.126
H 3.207 2.831 2.310
H -3.943 -5.216 3.707
H -0.208 -3.309 -1.059
H -3.912 -2.009 0.707
H 3.123 -5.253 3.274
H 0.927 -1.581 3.352
H 2.017 2.080 3.385
```

## Properties
Expectation value of S²: 6.042
HOMO-LUMO gap (alpha / beta) in eV: 6.24 / 5.05
Charge: +3
Max |F| in eV/Å: 1.18
Energy relative to the best compared isomer or geometry (same formula, charge and spin) in kJ/mol: 8.77
Multiplicity: 5

Here are the Löwdin charges for atoms 1 to 5, given in e: Pt 0.70; I 1.25; As 1.08; As 1.07; P 0.99

=====

Below is a structure of composition C24H28Cl2IrN6S2, with properties calculated with the ωB97M-V functional and the def2-TZVPD basis.

The geometry in XYZ format:
```
63
Properties=species:S:1:pos:R:3
Ir 0.097 -0.650 -0.753
Cl 5.438 -0.157 7.085
Cl -5.364 -3.115 1.308
S -0.808 1.678 -1.834
S 2.446 0.196 -1.518
N 1.812 -0.728 -3.924
N -0.146 4.009 -0.756
N 3.896 0.192 -3.722
N 0.503 -1.729 1.266
N 0.254 2.167 0.530
N 0.269 0.847 0.779
C 4.073 -1.055 4.936
C 3.386 -0.881 3.746
C 4.572 0.055 5.600
C -4.114 -1.404 -0.373
C -0.087 -3.601 2.617
C 4.258 -0.106 -5.095
C 0.254 -3.031 1.404
C -0.187 -2.777 3.723
C 0.452 -0.934 2.343
C 0.869 0.507 2.087
C 0.394 1.436 3.205
C 2.732 -0.137 -3.160
C 3.181 0.390 3.212
C -3.100 -1.041 -1.239
C -0.218 2.668 -0.646
C 4.400 1.327 5.083
C -2.093 -3.205 -0.966
C -0.921 -1.523 -2.411
C -4.103 -2.664 0.208
C -2.041 -1.920 -1.535
C 0.094 -1.425 3.586
C 3.709 1.484 3.891
C -3.103 -3.576 -0.101
C 2.420 0.577 1.926
H 3.580 2.481 3.485
H 3.022 -1.755 3.220
H -0.391 -2.387 -2.822
H 0.022 4.604 0.038
H -0.285 -4.662 2.678
H 3.552 0.348 -5.793
H 0.605 2.795 1.238
H 1.943 -0.885 -4.908
H 2.724 -0.169 1.191
H 4.234 -2.043 5.344
H 0.904 -0.884 -3.517
H -0.472 -3.177 4.686
H 2.660 1.554 1.496
H 4.583 0.587 -3.102
H -1.325 -3.925 -1.227
H -0.550 4.428 -1.576
H 4.308 -1.182 -5.273
H -3.115 -0.058 -1.691
H 0.047 -0.775 4.445
H 5.236 0.322 -5.294
H 0.809 1.111 4.157
H -1.174 -0.803 -3.185
H -4.918 -0.717 -0.148
H 0.332 -3.629 0.507
H -3.132 -4.569 0.327
H 0.764 2.456 3.079
H 4.807 2.182 5.606
H -0.693 1.456 3.274
```

## Properties
Expectation value of S²: 6.036
HOMO-LUMO gap (alpha / beta) in eV: 6.52 / 6.56
Charge: +1
Max |F| in eV/Å: 0.37
Energy relative to the best compared isomer or geometry (same formula, charge and spin) in kJ/mol: 24.05
Multiplicity: 5

Here are the Löwdin charges for atoms 1 to 5, given in e: Ir 0.97; Cl 0.69; Cl 0.68; S 0.72; S 0.63

=====

Below is a cluster of 2 separate species, C13H31N2O5S in total at a distorted geometry, with properties calculated with the ωB97M-V functional and the def2-TZVPD basis.

The geometry in XYZ format:
```
52
Properties=species:S:1:pos:R:3
S 2.109 -3.806 -0.178
O 1.127 5.212 0.766
O 3.162 -3.590 0.882
O 1.010 -2.503 -0.025
O -2.261 -2.219 -0.798
O 1.236 -5.179 0.225
N -1.521 -4.482 -0.698
N -0.035 2.359 0.882
C -1.325 -3.050 -0.862
C -1.143 2.116 -0.151
C 1.330 2.411 0.190
C -1.375 3.220 -1.170
C -1.834 -5.168 -1.976
C 0.137 -2.454 -1.193
C -0.317 3.554 1.815
C 1.197 6.083 -0.356
C -0.190 4.958 1.220
C 1.596 -6.304 -0.628
C 2.514 2.545 1.129
C -0.062 1.116 1.772
C -2.475 -4.818 0.398
H 1.538 -7.243 0.023
H -1.030 -4.839 -2.732
H -2.895 -3.926 0.953
H 0.853 -6.442 -1.488
H 2.623 1.681 1.785
H 0.664 1.232 2.574
H 3.431 2.613 0.538
H -1.328 3.405 2.199
H -3.318 -5.476 -0.009
H -0.869 1.199 -0.677
H -0.929 5.136 0.442
H -1.897 -5.485 1.134
H 0.383 3.456 2.646
H 1.314 3.223 -0.533
H 2.469 3.440 1.750
H 1.404 5.487 -1.251
H 0.640 -2.991 -2.062
H 1.423 1.480 -0.378
H -1.721 -6.305 -1.909
H -1.915 2.807 -2.025
H -0.461 3.670 -1.553
H 0.013 -1.358 -1.466
H 2.030 6.773 -0.209
H -2.024 3.998 -0.766
H -1.062 1.021 2.196
H -2.840 -4.866 -2.434
H -0.406 5.679 2.018
H 0.281 6.659 -0.510
H -2.064 1.931 0.404
H 0.175 0.246 1.157
H 2.641 -6.211 -1.061
```

## Properties
HOMO-LUMO gap in eV: 9.24
Charge: +1
Max |F| in eV/Å: 4.15

Here are the Löwdin charges for atoms 1 to 5, given in e: S 0.99; O -0.21; O -0.40; O -0.36; O 0.05